{"formula": "C4H8", "method": "ωB97M-V with the def2-TZVPD basis set", "elements": ["C", "C", "C", "C", "H", "H", "H", "H", "H", "H", "H", "H"], "coordinates": [[-0.522, -0.184, 0.392], [0.367, 0.252, -0.494], [0.609, 1.662, -0.744], [-0.478, -1.710, 0.780], [-1.302, 0.286, 0.961], [0.727, -0.505, -1.077], [0.919, 2.182, 0.143], [1.440, 2.102, -1.406], [-0.383, 2.191, -1.046], [0.228, -2.224, 0.101], [-1.389, -2.195, 0.537], [-0.216, -1.857, 1.855]], "e_above_lowest_kj_mol": 97.1, "lumo_energy_ev": [4.3, 4.2], "e_homo_ev": [1.594, -5.069], "total_charge": -1, "multiplicity": 2, "s_squared": 0.750, "largest_force_ev_per_a": 3.709}